Record 1
Molecular formula: C23H34N5PtSi2
Method: DFT, wB97M-V/def2-TZVPD

Geometry as ORCA input:
```
! RIJCOSX wB97M-V def2-TZVPD def2/J DEFGRID3
* xyz 1 1
Pt -0.183 0.611 0.383
C -2.210 -0.672 -2.301
N -1.448 -1.493 -1.389
C -0.199 -2.041 -1.855
C 0.923 -1.052 -1.791
N 1.113 -0.114 -0.887
C 2.322 0.522 -1.194
C 2.982 1.563 -0.547
C 4.186 1.961 -1.085
C 4.725 1.340 -2.228
C 4.077 0.302 -2.864
C 2.859 -0.089 -2.314
N 1.949 -1.074 -2.666
C -1.702 0.754 -2.356
N -1.064 1.398 -1.400
C -0.851 2.693 -1.876
C -0.221 3.775 -1.264
C -0.172 4.954 -1.976
C -0.735 5.061 -3.262
C -1.362 3.995 -3.873
C -1.399 2.808 -3.146
N -1.929 1.551 -3.424
H -2.237 -1.063 -3.329
H -3.242 -0.649 -1.946
H -2.019 -2.190 -0.940
H 0.061 -2.887 -1.216
H -0.243 -2.419 -2.886
H 2.557 2.026 0.334
H 4.737 2.766 -0.616
H 5.674 1.685 -2.614
H 4.496 -0.178 -3.738
H 2.043 -1.732 -3.422
H 0.208 3.681 -0.274
H 0.307 5.820 -1.539
H -0.675 6.007 -3.783
H -1.792 4.083 -4.862
H -2.425 1.282 -4.257
C -1.841 2.549 2.283
Si -1.549 0.803 2.900
C -1.457 0.831 4.751
C -2.983 -0.230 2.308
C 0.169 0.138 2.283
Si 0.720 -1.608 2.654
C -0.510 -2.895 2.093
C 1.042 -1.867 4.471
C 2.323 -1.901 1.748
H -2.672 3.005 2.831
H -2.102 2.585 1.218
H -0.960 3.179 2.431
H -2.349 1.334 5.135
H -0.579 1.381 5.098
H -1.417 -0.171 5.181
H -3.918 0.251 2.612
H -2.985 -1.242 2.712
H -2.987 -0.306 1.215
H 0.944 0.795 2.710
H -1.469 -2.826 2.608
H -0.091 -3.881 2.316
H -0.702 -2.852 1.017
H 0.121 -1.815 5.056
H 1.727 -1.110 4.865
H 1.490 -2.847 4.658
H 2.197 -1.831 0.666
H 2.712 -2.895 1.984
H 3.084 -1.170 2.038
*
```

Values from the calculation:
LUMO level = -3.09 eV
energy above the lowest of the compared OMol25 structures with the same formula, charge and spin = 64.24 kJ/mol
max |F| = 1.07 eV Å⁻¹
DFT total energy = -50852.9803 eV
HOMO level = -11.030 eV

Record 2
Molecular formula: C23H34N5RuSi2
Method: DFT, wB97M-V/def2-TZVPD

Geometry as ORCA input:
```
! RIJCOSX wB97M-V def2-TZVPD def2/J DEFGRID3
* xyz 3 1
Ru 0.310 -0.169 -1.097
C -2.182 -0.644 -2.778
N -0.931 -1.429 -2.541
C -1.142 -2.762 -1.921
C -1.066 -2.635 -0.435
N -0.447 -1.620 0.153
C -0.612 -1.793 1.540
C -0.241 -1.042 2.657
C -0.591 -1.528 3.900
C -1.296 -2.730 4.062
C -1.678 -3.483 2.973
C -1.322 -2.983 1.726
N -1.591 -3.475 0.456
C -2.467 0.277 -1.628
N -1.525 0.654 -0.775
C -2.145 1.424 0.216
C -1.688 1.997 1.403
C -2.609 2.677 2.173
C -3.956 2.795 1.795
C -4.427 2.222 0.633
C -3.493 1.535 -0.134
N -3.654 0.794 -1.298
H -2.044 -0.070 -3.697
H -3.027 -1.318 -2.935
H -0.486 -1.579 -3.441
H -2.100 -3.189 -2.225
H -0.354 -3.426 -2.284
H 0.311 -0.119 2.601
H -0.312 -0.966 4.781
H -1.545 -3.066 5.059
H -2.215 -4.415 3.085
H -2.105 -4.318 0.239
H -0.658 1.947 1.724
H -2.287 3.138 3.096
H -4.637 3.340 2.435
H -5.464 2.305 0.336
H -4.521 0.645 -1.795
C 2.677 -1.293 -1.687
Si 3.085 -0.590 0.029
C 4.765 0.165 0.184
C 2.783 -1.863 1.351
C 1.442 0.545 0.176
Si 1.732 2.297 -1.065
C 0.499 3.545 -0.488
C 1.316 1.574 -2.741
C 3.475 2.886 -0.930
H 3.029 -2.328 -1.729
H 3.116 -0.741 -2.516
H 1.603 -1.463 -1.978
H 5.441 -0.648 0.468
H 4.809 0.897 0.991
H 5.166 0.610 -0.723
H 3.650 -2.529 1.262
H 1.884 -2.461 1.230
H 2.804 -1.451 2.360
H 1.140 0.837 1.182
H -0.540 3.290 -0.673
H 0.755 4.419 -1.102
H 0.620 3.849 0.551
H 0.516 0.782 -2.825
H 2.164 1.141 -3.266
H 0.829 2.335 -3.358
H 3.852 2.928 0.090
H 3.400 3.920 -1.289
H 4.182 2.359 -1.566
*
```

Values from the calculation:
LUMO level (spin up / spin down) = -11.77 / -11.77 eV
energy above the lowest of the compared OMol25 structures with the same formula, charge and spin = 0.00 kJ/mol
max |F| = 1.50 eV Å⁻¹
DFT total energy = -50166.1547 eV
HOMO level (spin up / spin down) = -17.097 / -17.097 eV

Record 3
Molecular formula: C23H34N7O2Rb
Method: DFT, wB97M-V/def2-TZVPD

Geometry as ORCA input:
```
! RIJCOSX wB97M-V def2-TZVPD def2/J DEFGRID3
* xyz 0 1
Rb -0.194 0.514 0.033
C -3.689 0.551 0.864
C -2.893 -0.758 0.915
N -1.852 -0.771 1.961
C -1.198 -2.087 2.136
C 0.075 -2.264 1.314
N -0.162 -2.157 -0.130
C -0.580 -3.389 -0.785
C -0.954 -3.164 -2.244
C -2.262 -2.420 -2.498
N -2.157 -0.970 -2.349
C -3.438 -0.281 -2.407
C -3.304 1.225 -2.171
N -2.415 1.556 -1.066
C -2.993 1.782 0.265
H -4.023 0.824 1.872
H -4.611 0.357 0.308
H -2.406 -0.921 -0.052
H -3.594 -1.591 1.063
H -2.262 -0.483 2.840
H -1.901 -2.900 1.907
H -0.927 -2.204 3.186
H 0.533 -3.226 1.576
H 0.790 -1.490 1.606
H 0.669 -1.794 -0.592
H -1.456 -3.773 -0.249
H 0.185 -4.171 -0.704
H -1.016 -4.143 -2.726
H -0.125 -2.658 -2.759
H -3.004 -2.762 -1.765
H -2.662 -2.708 -3.478
H -1.504 -0.595 -3.027
H -4.073 -0.725 -1.633
H -3.977 -0.431 -3.354
H -4.303 1.662 -2.049
H -2.884 1.684 -3.068
H -1.827 2.341 -1.304
H -3.713 2.607 0.250
H -2.170 2.088 0.924
O 2.994 -0.835 -3.267
C 4.158 -0.379 -2.764
C 5.314 -0.657 -3.495
C 6.539 -0.195 -3.058
C 6.638 0.551 -1.882
C 5.490 0.816 -1.160
C 4.234 0.359 -1.571
C 2.996 0.634 -0.767
O 1.892 0.133 -1.223
N 3.178 1.346 0.333
N 2.004 1.610 1.029
C 2.195 2.159 2.156
C 1.059 2.501 3.075
C 1.354 3.133 4.275
C 0.328 3.433 5.156
C -0.969 3.091 4.818
C -1.169 2.458 3.601
N -0.196 2.162 2.741
H 2.306 -0.484 -2.646
H 5.213 -1.231 -4.408
H 7.428 -0.414 -3.637
H 7.597 0.915 -1.538
H 5.538 1.384 -0.240
H 3.212 2.370 2.488
H 2.383 3.379 4.509
H 0.543 3.926 6.096
H -1.807 3.304 5.468
H -2.173 2.172 3.299
*
```

Values from the calculation:
LUMO level = 0.04 eV
energy above the lowest of the compared OMol25 structures with the same formula, charge and spin = 0.00 kJ/mol
max |F| = 1.40 eV Å⁻¹
DFT total energy = -39583.6667 eV
HOMO level = -7.262 eV

Record 4
Molecular formula: C23H35Br16N2O2S
Method: DFT, wB97M-V/def2-TZVPD

Geometry as ORCA input:
```
! RIJCOSX wB97M-V def2-TZVPD def2/J DEFGRID3
* xyz -1 1
O -0.203 5.244 1.314
C -1.138 4.452 1.094
O -2.278 4.565 1.640
C -1.025 3.286 0.092
C -0.765 3.474 -1.246
C -0.709 2.305 -2.137
C -0.914 1.016 -1.717
C -1.162 0.794 -0.313
N -1.362 -0.413 0.261
S -1.572 -0.024 1.839
N -1.475 1.600 1.879
C -1.222 1.934 0.590
H -0.594 4.480 -1.638
H -0.531 2.439 -3.211
H -0.898 0.157 -2.399
Br -3.080 3.660 -2.662
C -4.261 4.642 -3.870
C -3.907 6.106 -3.908
Br -4.538 7.033 -2.317
H -5.280 4.459 -3.540
H -4.111 4.187 -4.849
H -4.405 6.599 -4.741
H -2.836 6.283 -3.973
Br 3.648 9.453 -0.136
C 2.091 8.990 0.951
C 1.446 7.714 0.486
Br 0.395 7.993 -1.127
H 1.421 9.844 0.917
H 2.478 8.875 1.962
H 0.733 7.349 1.225
H 2.160 6.928 0.263
Br -2.827 8.615 5.785
C -3.799 6.924 5.781
C -3.083 5.873 4.967
Br -3.301 6.133 3.051
H -4.798 7.136 5.413
H -3.856 6.632 6.831
H -3.509 4.889 5.165
H -2.013 5.847 5.157
Br -0.607 2.093 -5.577
C 1.133 1.676 -6.341
C 1.398 0.195 -6.313
Br 1.881 -0.408 -4.525
H 1.868 2.254 -5.787
H 1.090 2.039 -7.367
H 2.256 -0.053 -6.938
H 0.542 -0.401 -6.625
Br -0.566 -2.577 -7.270
C 1.105 -3.527 -6.965
C 1.873 -3.720 -8.245
Br 1.108 -5.145 -9.330
H 0.851 -4.462 -6.473
H 1.667 -2.898 -6.273
H 2.893 -4.039 -8.035
H 1.896 -2.829 -8.867
Br -1.487 -2.970 2.122
C -0.651 -4.711 1.873
C -0.187 -4.900 0.454
Br -1.677 -5.299 -0.736
H -1.372 -5.459 2.191
H 0.198 -4.719 2.555
H 0.475 -5.762 0.380
H 0.314 -4.024 0.050
Br 0.930 -8.004 2.726
C 2.760 -8.053 3.389
C 3.245 -6.676 3.754
Br 3.698 -5.636 2.171
H 3.362 -8.529 2.620
H 2.730 -8.693 4.268
H 4.167 -6.737 4.330
H 2.511 -6.100 4.311
Br 4.498 -8.742 7.064
C 2.964 -9.327 8.112
C 2.401 -10.620 7.585
Br 1.361 -10.330 5.967
H 2.245 -8.513 8.101
H 3.344 -9.459 9.123
H 1.702 -11.053 8.300
H 3.165 -11.353 7.343
*
```

Values from the calculation:
LUMO level = 1.20 eV
max |F| = 4.03 eV Å⁻¹
DFT total energy = -1163010.0249 eV
HOMO level = -4.033 eV